i.
The following is a quantum chemistry calculation of an isolated ion of composition C5H12N2 and charge +2, from OMol25.

## Properties
SMILES ... C=[N+](C)C[N+](=C)C
Orbital gap ... 11.826 eV

Structure (ORCA input):
```
! wB97M-V def2-TZVPD RIJCOSX def2/J DEFGRID3
* xyz 2 1
C -2.122 -0.233 -1.040
N -1.257 -0.019 -0.134
C -1.455 1.067 0.841
C -0.076 -0.984 0.096
N 1.194 -0.401 -0.165
C 1.765 -0.448 -1.304
C 1.788 0.266 0.942
H -2.037 -0.821 -1.913
H -3.140 0.267 -0.937
H -2.107 1.823 0.479
H -0.427 1.430 0.961
H -1.866 0.728 1.817
H -0.274 -1.742 -0.634
H -0.089 -1.310 1.048
H 1.450 -0.919 -2.226
H 2.725 -0.002 -1.511
H 2.533 1.080 0.676
H 2.259 -0.565 1.471
H 1.137 0.784 1.533
*
```

Mulliken atomic charge list, values in e, 6 entries: C 0.012; N 0.171; C -0.804; C -0.837; N 0.139; C 0.052

=====

ii.
The following is a quantum chemistry calculation of C5H12N2 as an isolated structure, from OMol25.

## Properties
Orbital gap ... 8.629 eV

Structure (ORCA input):
```
! wB97M-V def2-TZVPD RIJCOSX def2/J DEFGRID3
* xyz 2 1
C -0.219 -0.345 -1.016
C -1.630 0.010 -1.022
C 1.116 -0.668 3.289
C -0.044 -0.197 -2.445
C -0.537 2.254 -1.804
N 1.099 -1.041 2.181
N -0.686 0.839 -1.677
H -2.205 -0.562 -1.703
H -2.136 0.242 -0.064
H 0.534 -0.104 3.947
H 2.022 -1.377 4.442
H 2.777 -1.511 4.774
H 0.381 -0.496 -0.022
H -0.535 -0.724 -3.316
H 0.962 -0.010 -2.767
H -1.074 3.019 -1.189
H 0.468 2.494 -1.696
H -0.880 2.606 -2.859
H 1.854 -1.483 1.683
*
```

Mulliken atomic charge list, values in e, 6 entries: C 0.771; C -0.465; C 0.153; C -0.605; C -0.744; N -0.118

=====

Name the least stable of them. ii.

=====

i.
The following is a quantum chemistry calculation of CBrClNO5S as an isolated structure, from OMol25.

## Properties
Orbital gap ... 8.430 eV

Structure (ORCA input):
```
! wB97M-V def2-TZVPD RIJCOSX def2/J DEFGRID3
* xyz -1 1
C 0.716 0.057 0.461
N 0.123 -1.208 0.211
O -0.980 -1.501 0.614
O -1.512 1.153 0.225
O 0.582 -1.892 -0.674
O 0.436 2.411 -0.341
O -0.301 0.518 -1.717
S -0.284 1.217 -0.504
Cl 0.535 0.412 2.511
Br 2.417 0.172 -0.181
*
```

Mulliken atomic charge list, values in e, 6 entries: C 0.063; N 0.761; O -0.497; O -0.603; O -0.518; O -0.607

=====

ii.
The following is a quantum chemistry calculation of CBrClNO5S as an isolated structure, from OMol25.

## Properties
Orbital gap (spin up / spin down) ... 5.876 / 5.854 eV

Structure (ORCA input):
```
! wB97M-V def2-TZVPD RIJCOSX def2/J DEFGRID3
* xyz -1 1
C -0.405 0.148 0.043
N -0.278 -0.736 1.125
O 0.556 -1.611 0.993
O 1.816 -0.429 -1.446
O -0.992 -0.593 2.103
O 0.695 1.706 -1.730
O 1.526 1.067 0.496
S 1.098 0.646 -0.851
Cl -2.544 -1.766 -1.071
Br -1.472 1.567 0.337
*
```

Mulliken atomic charge list, values in e, 6 entries: C -0.122; N 1.146; O -0.511; O -0.550; O -0.581; O -0.593

=====

Name the least stable of them. ii.

=====

i.
The following is a quantum chemistry calculation of C27H34BrF4GeMnN3PS as an isolated structure, from OMol25.

## Properties
Expectation value of S² ... 8.759
Orbital gap (spin up / spin down) ... 8.413 / 7.912 eV

Structure (ORCA input):
```
! wB97M-V def2-TZVPD RIJCOSX def2/J DEFGRID3
* xyz 3 6
Mn -1.349 5.350 0.455
F 5.339 7.811 0.047
C 4.302 6.975 0.138
C 4.532 5.633 0.048
F 5.764 5.178 -0.073
C 3.411 4.716 0.166
F 3.678 3.395 0.227
C 2.115 5.207 0.108
P 0.653 4.075 0.266
C 1.019 2.800 1.579
C 1.514 1.546 1.298
C 1.750 0.572 2.298
C 1.610 0.993 3.593
C 1.059 2.236 3.928
C 0.753 3.108 2.910
C 0.442 3.295 -1.400
C -0.365 2.155 -1.470
C -0.720 1.632 -2.715
C -0.108 2.178 -3.854
C 0.928 3.123 -3.756
C 1.138 3.719 -2.537
C 1.974 6.601 0.062
Br 0.235 7.488 0.027
C 2.980 7.486 0.129
F 2.791 8.804 0.020
H 1.902 1.325 0.295
H 2.156 -0.417 2.093
H 1.870 0.225 4.350
H 1.008 2.463 4.967
H 0.404 4.069 3.179
H -0.775 1.771 -0.534
H -1.378 0.816 -2.847
H -0.280 1.705 -4.821
H 1.485 3.402 -4.730
H 1.928 4.525 -2.522
N -2.689 5.296 -1.217
N -4.064 5.335 -0.781
C -4.413 4.887 0.470
N -5.635 4.629 0.828
S -3.252 4.882 1.729
H -2.603 6.090 -1.820
H -2.496 4.370 -1.691
H -4.713 5.327 -1.476
H -6.461 4.741 0.207
H -5.789 4.286 1.759
C -1.744 -5.264 3.943
C -2.259 -6.173 2.884
C -1.179 -6.562 1.776
C -1.985 -7.689 1.025
Ge -1.366 -7.201 -0.725
C 0.404 -7.308 -1.425
C 0.661 -6.907 -2.865
C 1.719 -5.844 -3.075
C 1.515 -4.822 -1.978
H -2.594 -5.099 4.639
H -1.441 -4.361 3.551
H -0.905 -5.722 4.574
H -2.992 -5.623 2.334
H -2.647 -7.130 3.242
H -0.172 -6.877 2.033
H -1.047 -5.591 1.200
H -3.048 -7.636 1.098
H -1.520 -8.605 1.330
H -2.378 -6.541 -1.740
H 0.757 -8.317 -1.400
H 0.949 -6.800 -0.584
H -0.215 -6.469 -3.348
H 0.870 -7.818 -3.435
H 1.638 -5.412 -4.069
H 2.718 -6.244 -2.955
H 0.475 -4.500 -1.873
H 2.294 -4.055 -2.054
H 1.839 -5.231 -1.033
*
```

Mulliken atomic charge list, values in e, 6 entries: Mn -0.039; F -0.236; C 0.484; C 0.180; F -0.247; C 0.502

=====

ii.
The following is a quantum chemistry calculation of C27H34BrF4GeMnN3PS as an isolated structure, from OMol25.

## Properties
Expectation value of S² ... 8.758
Orbital gap (spin up / spin down) ... 8.407 / 7.598 eV

Structure (ORCA input):
```
! wB97M-V def2-TZVPD RIJCOSX def2/J DEFGRID3
* xyz 3 6
Mn -1.302 2.242 -4.825
F -4.716 -3.407 -7.272
C -4.200 -2.524 -6.377
C -4.563 -2.406 -5.049
F -5.463 -3.293 -4.563
C -3.913 -1.545 -4.213
F -4.313 -1.560 -2.910
C -2.883 -0.662 -4.604
P -1.914 0.229 -3.341
C -0.319 -0.565 -3.347
C 0.643 -0.024 -2.512
C 1.932 -0.589 -2.497
C 2.226 -1.610 -3.436
C 1.246 -2.132 -4.225
C -0.007 -1.644 -4.138
C -2.712 0.023 -1.773
C -2.423 -1.186 -1.043
C -3.096 -1.437 0.157
C -4.174 -0.665 0.561
C -4.525 0.529 -0.156
C -3.797 0.813 -1.303
C -2.592 -0.720 -5.918
Br -1.256 0.442 -6.710
C -3.245 -1.606 -6.855
F -2.939 -1.506 -8.136
H 0.440 0.875 -1.902
H 2.726 -0.091 -1.994
H 3.266 -1.985 -3.476
H 1.378 -2.963 -4.978
H -0.816 -2.086 -4.772
H -1.734 -1.878 -1.399
H -2.863 -2.390 0.654
H -4.712 -1.020 1.431
H -5.379 1.191 0.132
H -3.985 1.733 -1.862
N -2.497 3.568 -6.061
N -1.585 4.417 -6.720
C -0.525 4.935 -6.016
N 0.079 5.965 -6.536
S -0.075 4.190 -4.476
H -2.977 3.055 -6.822
H -3.217 4.119 -5.507
H -1.986 4.985 -7.469
H -0.319 6.558 -7.298
H 0.950 6.279 -6.054
C -1.147 -2.937 6.310
C -0.321 -1.917 5.527
C 0.807 -1.385 6.337
C 1.712 -0.271 5.757
Ge 3.092 0.202 7.057
C 4.072 1.931 6.878
C 5.489 1.422 6.773
C 5.594 0.080 6.044
C 6.998 -0.680 5.995
H -0.515 -3.408 7.037
H -1.698 -3.665 5.730
H -2.028 -2.365 6.697
H -0.968 -1.069 5.107
H 0.221 -2.493 4.778
H 1.377 -2.275 6.371
H 0.709 -0.968 7.262
H 1.223 0.656 5.487
H 2.205 -0.699 4.933
H 3.406 -0.625 8.288
H 4.000 2.629 7.654
H 3.747 2.454 5.925
H 5.803 1.272 7.800
H 6.239 2.176 6.470
H 5.277 0.251 4.995
H 4.892 -0.632 6.588
H 7.229 -1.117 6.974
H 7.727 0.100 5.699
H 6.990 -1.325 5.140
*
```

Mulliken atomic charge list, values in e, 6 entries: Mn 0.144; F -0.229; C 0.530; C 0.124; F -0.247; C 0.136

=====

Name the least stable of them. ii.

=====

i.
The following is a quantum chemistry calculation of C2H3N2OP as an isolated structure, from OMol25.

## Properties
Orbital gap ... 8.228 eV

Structure (ORCA input):
```
! wB97M-V def2-TZVPD RIJCOSX def2/J DEFGRID3
* xyz 0 1
C 0.053 0.925 -0.797
C 0.216 0.840 0.708
N -0.056 -0.157 -1.480
N -0.303 -1.287 -0.926
O 0.277 1.800 1.504
P 0.395 -0.897 1.261
H -0.127 1.897 -1.163
H 0.324 -2.012 -1.281
H -0.778 -1.109 2.173
*
```

Mulliken atomic charge list, values in e, 6 entries: C -0.114; C 0.515; N -0.155; N -0.481; O -0.549; P 0.004

=====

ii.
The following is a quantum chemistry calculation of the molecule C2H3N2OP, from OMol25.

## Properties
SMILES ... Pc1nnco1
Orbital gap ... 10.845 eV

Structure (ORCA input):
```
! wB97M-V def2-TZVPD RIJCOSX def2/J DEFGRID3
* xyz 0 1
P 2.055 0.201 -0.360
C 0.243 0.160 0.008
N -0.539 1.140 0.230
N -1.905 0.573 0.162
C -1.712 -0.616 -0.230
O -0.467 -1.001 -0.306
H 2.514 -0.534 0.582
H 2.312 1.428 0.390
H -2.500 -1.350 -0.475
*
```

Mulliken atomic charge list, values in e, 6 entries: P -0.093; C 0.382; N -0.290; N -0.351; C 0.139; O -0.273

=====

Name the least stable of them. i.

=====

i.
The following is a quantum chemistry calculation of the molecule C3H6F2S, from OMol25.

## Properties
SMILES ... C[C@](F)(S)CF
Orbital gap ... 10.107 eV

Structure (ORCA input):
```
! wB97M-V def2-TZVPD RIJCOSX def2/J DEFGRID3
* xyz 0 1
C 0.191 0.919 0.480
C -0.207 0.301 -0.789
F 0.802 -0.400 -1.276
S -0.897 1.552 -1.928
C -1.520 -0.997 -0.573
F -0.958 -2.168 -0.372
H -0.697 1.464 0.783
H 0.343 0.137 1.232
H 1.054 1.627 0.457
H -0.545 0.966 -3.093
H -2.036 -1.027 -1.542
H -2.105 -0.796 0.259
*
```

Mulliken atomic charge list, values in e, 6 entries: C -1.280; C 0.630; F -0.282; S -0.242; C -0.306; F -0.267

=====

ii.
The following is a quantum chemistry calculation of a 2-piece molecular cluster, C3H6F2S overall, from OMol25.

## Properties
Orbital gap ... 9.856 eV

Structure (ORCA input):
```
! wB97M-V def2-TZVPD RIJCOSX def2/J DEFGRID3
* xyz 0 1
C -0.277 -0.548 -1.142
C -0.724 0.313 1.283
C 0.173 0.216 0.134
F 0.480 1.880 -0.691
F 2.641 -0.696 -0.566
S 1.757 -0.110 0.740
H -1.131 -0.023 -1.712
H 0.339 -0.682 -1.975
H -0.576 -1.519 -0.836
H -1.715 0.520 1.006
H -0.671 -0.613 2.018
H -0.295 1.262 1.741
*
```

Mulliken atomic charge list, values in e, 6 entries: C -1.362; C -1.319; C 1.127; F -0.528; F -0.260; S 0.182

=====

Name the least stable of them. ii.